Record 1
The following is a DFT calculation (ωB97M-V/def2-TZVPD) of a structure of composition C20H24B2BaBr12O16 at a distorted geometry.

- energy relative to the best compared isomer or geometry (same formula, charge and spin) (kJ/mol) = 76.2
- E (eV) = -896455.41687
- M (g/mol) = 1638.2
- frontier orbital gap (eV) = 6.34
- HOMO (eV) = -9.356
- lowest unoccupied orbital energy (eV) = -3.0

```
! wB97M-V def2-TZVPD RIJCOSX def2/J DEFGRID3
* xyz 0 1
Ba -3.43666 -3.77098 -0.28979
O -6.71852 -3.73045 7.83162
C -5.77435 -3.52465 7.13927
O -5.36968 -4.15264 6.03094
B -4.11933 -3.52964 5.58503
O -3.92429 -2.33793 6.40205
C -4.84668 -2.31677 7.34920
O -4.88440 -1.57527 8.27746
O -4.08669 -3.19539 4.12134
C -3.11185 -3.82396 3.55580
O -2.95131 -3.83928 2.34204
C -2.38010 -4.65929 4.60554
O -3.01836 -4.50703 5.73914
O -1.43598 -5.35257 4.35237
O -2.45085 -1.49084 -1.47945
C -1.37415 -1.05089 -1.08570
O -0.81817 0.05952 -1.37970
B 0.52860 0.11646 -0.71392
O 0.49894 -1.07652 0.19203
C -0.58792 -1.74258 0.02273
O -0.92947 -2.82126 0.47189
O 1.69176 0.10647 -1.57808
C 2.45142 1.16286 -1.33440
O 3.47634 1.45109 -1.87284
C 1.76666 1.96958 -0.20732
O 0.60972 1.36403 0.05221
O 2.13604 2.96739 0.31581
Br -4.96335 0.93157 -2.63825
C -3.21579 0.86623 -3.60345
C -3.38527 1.49860 -4.95874
Br -1.77464 1.32017 -6.07053
H -3.02184 -0.19631 -3.68225
H -2.45458 1.35704 -3.00852
H -3.61830 2.55863 -4.91132
H -4.15403 1.04088 -5.57354
Br 2.90608 2.62655 -6.46983
C 2.98704 1.32876 -5.02749
C 3.30065 -0.02520 -5.61166
Br 3.24835 -1.44015 -4.23040
H 2.02352 1.33935 -4.52363
H 3.72505 1.62136 -4.28310
H 4.24600 -0.02720 -6.14632
H 2.51625 -0.29374 -6.31545
Br -3.37444 4.15507 -0.30080
C -2.31125 2.62039 0.29838
C -3.10323 1.79938 1.30086
Br -2.03505 0.40956 2.20280
H -1.35150 2.92055 0.71327
H -2.10404 2.09997 -0.63370
H -4.02753 1.44091 0.84740
H -3.47340 2.54312 2.01065
Br 2.31156 -3.80087 2.12938
C 1.32346 -3.46336 3.81108
C 0.19946 -2.50825 3.48669
Br -0.50916 -1.79057 5.17307
H 1.98022 -3.05697 4.57989
H 0.96506 -4.37358 4.29304
H -0.59717 -3.01645 2.94886
H 0.57085 -1.72002 2.83495
Br 3.36653 4.58893 -2.62986
C 1.99751 4.24879 -1.23760
C 1.11518 5.47437 -1.18443
Br -0.25126 5.15024 0.20258
H 2.43506 4.04605 -0.26596
H 1.45679 3.36400 -1.55480
H 0.64629 5.77446 -2.11540
H 1.64276 6.34565 -0.80621
Br 6.47848 1.47504 -3.63307
C 6.42456 0.86096 -1.80102
C 6.99702 -0.51678 -1.61878
Br 7.24917 -0.82951 0.29638
H 5.39360 0.90607 -1.45245
H 6.93125 1.62164 -1.21201
H 7.98839 -0.68748 -2.02845
H 6.35900 -1.28729 -2.04555
*
```



Record 2
The following is a DFT calculation (ωB97M-V/def2-TZVPD) of a structure of composition C20H24B2CrF4N7O7S.

- ⟨S²⟩ = 3.787
- E (eV) = -97361.90791
- M (g/mol) = 656.1
- frontier orbital gap (alpha / beta) (eV) = 7.01 / 6.85
- HOMO (alpha / beta) (eV) = -15.259 / -15.335
- lowest unoccupied orbital energy (alpha / beta) (eV) = -8.2 / -8.5

```
! wB97M-V def2-TZVPD RIJCOSX def2/J DEFGRID3
* xyz 2 4
Cr 0.29648 -0.53035 -0.31454
C -2.05277 2.94116 -1.46356
C -1.36322 1.83114 -0.69070
N -0.36625 1.04256 -1.51288
O -0.07648 1.44052 -2.58207
B 3.32000 0.91868 -1.86505
F 2.68422 1.82756 -1.15887
F 4.11957 1.21944 -2.84816
O 3.18132 -0.43192 -1.57130
N 2.36828 -0.79010 -0.49496
C 2.94739 -1.47746 0.42658
C 4.39371 -1.78282 0.49831
C 2.01603 -1.98931 1.47063
N 0.78686 -1.73457 1.20557
O -0.12110 -2.04597 2.12644
B -1.47404 -2.39528 1.53036
F -1.22682 -3.09392 0.36416
F -2.20954 -2.99918 2.47032
O -2.21722 -1.10070 1.17470
N -1.59186 -0.25398 0.36762
C -2.19873 0.84642 0.08811
C -3.57479 1.17160 0.54697
C 2.44434 -2.69054 2.70227
H -1.33484 3.37741 -2.15902
H -2.71610 4.70631 -0.94938
H -2.88246 2.51057 -2.03433
H 4.96250 -1.30749 -0.29206
H 4.53333 -2.86542 0.43801
H 4.77256 -1.46851 1.47292
H -3.80277 0.60725 1.44785
H -4.29327 0.87217 -0.22303
H -3.69154 2.23864 0.71746
H 3.45758 -3.07313 2.62569
H 1.75245 -3.50544 2.91300
H 2.38616 -1.99235 3.54104
O 1.55790 0.41221 2.87715
C 0.82815 1.17712 2.32208
N 0.67817 1.22689 0.89639
S -0.09091 2.55873 0.48006
O -2.49241 3.87870 -0.50626
O 0.59363 3.56711 -0.26407
C -0.69799 3.01472 2.05010
C -1.48468 4.09025 2.41942
C -1.65711 4.28351 3.78460
C -1.03646 3.45412 4.71646
C -0.21233 2.40602 4.31860
C -0.05378 2.19000 2.96476
H -1.94344 4.73758 1.68886
H -2.27788 5.09955 4.12813
H -1.19027 3.63852 5.77109
H 0.29537 1.77459 5.03502
C 1.60224 -3.26007 -4.82273
C 0.62321 -2.72813 -3.83722
C -0.75473 -2.77449 -3.80063
C -1.15230 -2.12527 -2.63345
N -0.06039 -1.69575 -1.96110
N 1.00403 -2.06832 -2.73595
C -2.57270 -1.92921 -2.22741
H 1.07921 -3.63311 -5.69894
H 2.17302 -4.08393 -4.39278
H 2.30160 -2.48725 -5.14244
H -1.40425 -3.22145 -4.53341
H 1.95019 -1.85607 -2.46544
H -3.19401 -1.93329 -3.12064
H -2.74225 -0.99589 -1.69849
H -2.89779 -2.74038 -1.57986
*
```



Record 3
The following is a DFT calculation (ωB97M-V/def2-TZVPD) of a structure of composition C20H24BCsN9SSi.

- ⟨S²⟩ = 0.776
- energy relative to the best compared isomer or geometry (same formula, charge and spin) (kJ/mol) = 0.0
- E (eV) = -54480.79976
- M (g/mol) = 594.3
- frontier orbital gap (alpha / beta) (eV) = 8.68 / 6.12
- HOMO (alpha / beta) (eV) = -8.681 / -8.685
- lowest unoccupied orbital energy (alpha / beta) (eV) = 0.0 / -2.6

```
! wB97M-V def2-TZVPD RIJCOSX def2/J DEFGRID3
* xyz 0 2
Cs -0.39899 0.14741 -3.27118
C 2.03436 -0.02216 1.04601
C 1.97972 -0.38038 -0.30528
N 1.29384 0.50675 -1.00870
N 0.88589 1.45715 -0.13659
C 1.32415 1.16003 1.10368
B 0.08026 2.69111 -0.65926
N -1.43677 2.46199 -0.68001
C -2.37890 3.19643 -0.05367
C -3.61054 2.64520 -0.32797
C -3.31014 1.55274 -1.14872
N -2.00821 1.44706 -1.35779
N 0.61335 3.02811 -2.07899
C 1.90122 3.27879 -2.38295
C 1.98712 3.55054 -3.72907
C 0.65995 3.43582 -4.17317
N -0.16262 3.11823 -3.18386
N 0.34539 3.91818 0.22730
C 0.43747 5.20082 -0.19397
C 0.42333 6.01520 0.91478
C 0.28167 5.12231 1.98906
N 0.21186 3.87176 1.56763
H 2.52930 -0.52555 1.85755
H 2.41067 -1.23567 -0.80466
H 1.09368 1.82696 1.91617
H -2.09018 4.04272 0.54542
H -4.57247 2.98034 0.01549
H -3.97998 0.83444 -1.59645
H 2.64905 3.23069 -1.60768
H 2.86656 3.79929 -4.29611
H 0.26322 3.54179 -5.17148
H 0.51904 5.43477 -1.24163
H 0.50980 7.08684 0.93602
H 0.22762 5.33797 3.04385
C -0.96749 -6.35756 0.05963
Si 0.18056 -5.11836 0.87674
C 0.51585 -5.69535 2.64332
C 1.84759 -4.98222 0.00720
C -0.54309 -3.37051 1.00327
C -0.67767 -2.74217 2.24579
C -1.08844 -1.42666 2.31776
C -1.34614 -0.73719 1.13104
N -1.25897 -1.29612 -0.05381
C -0.88267 -2.59760 -0.11677
S -0.87687 -3.25831 -1.71064
H -0.52503 -7.35278 0.14421
H -1.13957 -6.14618 -0.99265
H -1.93511 -6.38608 0.56362
H 0.97674 -6.68467 2.59861
H -0.38490 -5.79107 3.25142
H 1.21012 -5.03770 3.16773
H 2.36886 -5.94024 0.07239
H 2.46969 -4.23483 0.50367
H 1.76963 -4.71299 -1.04452
H -0.45689 -3.27793 3.15998
H -1.20467 -0.92121 3.26650
H -1.63123 0.31003 1.15173
*
```



Record 4
The following is a DFT calculation (ωB97M-V/def2-TZVPD) of a structure of composition C20H24F16N3O6PS3Ta at a distorted geometry.

- energy relative to the best compared isomer or geometry (same formula, charge and spin) (kJ/mol) = 0.0
- E (eV) = -124704.81860
- M (g/mol) = 1014.5
- frontier orbital gap (eV) = 6.07
- HOMO (eV) = -5.820
- lowest unoccupied orbital energy (eV) = 0.2

```
! wB97M-V def2-TZVPD RIJCOSX def2/J DEFGRID3
* xyz -1 1
C 2.55653 0.75404 0.62642
C 1.77424 -0.25476 -0.30285
P 0.58911 -1.43433 0.63037
C 0.29724 -0.75982 2.34071
Ta -1.57639 -1.48525 -0.81039
C -2.30639 0.52108 0.02967
C -1.20621 1.59106 0.34265
C -1.73570 3.10583 0.26858
C -0.81362 3.89966 1.29283
C -0.89531 5.46956 1.14304
C 0.56447 6.09564 1.07126
C 1.01640 6.09584 -0.45433
S 0.56597 7.71157 -1.26469
C 2.08650 8.55769 -1.70197
N 3.25564 8.71685 -1.07699
N 4.00104 9.44410 -1.96368
C 3.29638 9.73054 -3.05402
O 2.02661 9.17913 -2.91408
N -3.32443 -1.35647 -2.15856
C -3.14439 -0.51569 -3.06698
O -2.92928 0.34321 -3.82104
S -3.00650 -2.62603 0.94448
O -2.91237 -2.04175 2.31591
O -4.39262 -2.23089 0.56267
C -3.17207 -4.45030 1.21162
F -3.74608 -5.17176 0.19443
F -4.25470 -4.47006 2.13848
C -2.08495 -5.24115 2.02088
F -1.42327 -4.46932 2.95094
F -1.12004 -5.86008 1.28152
C -2.71798 -6.44601 2.88479
F -3.62210 -7.16989 2.18426
F -3.13341 -6.06941 4.10937
F -1.66805 -7.32138 3.11925
S -0.84793 -3.65314 -2.06664
O -1.57935 -3.51254 -3.35392
O -1.33167 -4.92425 -1.50020
C 0.94631 -3.82286 -2.55920
F 0.94028 -4.19396 -3.90624
F 1.52957 -2.57952 -2.58204
C 1.83377 -4.95676 -1.90237
F 2.87546 -5.12997 -2.83387
F 1.25571 -6.18187 -1.81308
C 2.54129 -4.65128 -0.55093
F 3.22200 -3.46236 -0.51473
F 1.58171 -4.55322 0.44586
C 3.52491 -5.76109 0.01055
F 2.83552 -6.69445 0.72637
F 4.38336 -6.30312 -0.86721
F 4.30579 -5.12338 0.95865
H 2.75130 0.25847 1.60529
H 1.98549 1.70759 0.69363
H 3.56541 0.91725 0.15657
H 1.21739 0.24054 -1.14200
H 2.57066 -0.85428 -0.82667
H 0.71158 0.26828 2.53381
H -0.75816 -0.72571 2.69331
H 0.85254 -1.42539 3.06271
H -0.61707 -0.60406 -2.08204
H -2.99835 0.96970 -0.73913
H -2.94457 0.33351 0.93448
H -0.94506 1.47771 1.43159
H -0.30813 1.57489 -0.31727
H -2.80879 3.18306 0.56373
H -1.50145 3.49368 -0.75177
H 0.25739 3.58563 1.13075
H -1.05797 3.60380 2.34986
H -1.42100 5.87421 2.04762
H -1.47082 5.72208 0.22156
H 0.58285 7.13264 1.50079
H 1.29933 5.46427 1.63550
H 2.10391 5.86560 -0.56749
H 0.41954 5.29794 -0.97381
H 3.65300 10.30095 -3.92659
*
```